# 1
Computed, not measured: a cluster of 12 separate species, C37H96N4O21 in total, with the ωB97M-V functional and the def2-TZVPD basis.

net charge	0
structure (SMILES)	CC1(C)CCCC(C)(C)N1O.CC1(C)CCCC(C)(C)N1O.NC(N)=O.OCCO.OCCO.OCCO.OCCO.OCCO.OCCO.OCCO.OCCO.OCCO
total energy	-3266.12381	hartree
Kohn-Sham gap	0.2938	Ha
energy relative to the best compared isomer or geometry (same formula, charge and spin)	0.0	kcal per mole

Geometry as XYZ:
```
158
Properties=species:S:1:pos:R:3:lowdin_charge:R:1
H -10.88 10.53 26.10 0.104
H 1.18 9.61 25.21 0.123
H -11.02 9.19 27.82 0.068
H -6.72 12.94 29.50 0.079
H -7.54 14.02 28.41 0.087
H -1.93 9.19 29.92 0.082
H -6.76 10.46 28.89 0.093
H -2.98 7.56 25.06 0.114
H -3.20 2.95 24.93 0.060
H -13.26 4.93 25.75 0.080
H -1.69 13.10 27.16 0.116
O -0.57 2.49 27.07 -0.085
N -0.94 9.24 30.00 0.169
H -2.11 5.52 31.99 0.126
H -0.50 9.95 30.58 0.118
H -1.56 8.65 20.89 0.117
C -12.89 5.62 26.51 -0.026
H -9.14 3.01 26.45 0.114
C -6.96 10.71 27.84 -0.019
H -8.80 4.53 27.24 0.105
N -9.10 11.98 28.60 -0.108
C -10.42 11.42 26.53 -0.097
H -3.82 10.38 27.24 0.035
O 1.15 8.36 29.38 0.033
H -8.66 7.18 26.98 0.057
H -1.85 14.68 29.18 0.083
C -0.07 8.44 29.34 -0.671
H -10.05 9.36 29.30 0.094
C -10.13 9.63 28.25 -0.027
H -5.10 7.91 25.87 0.116
C -11.04 6.18 28.07 -0.027
H -7.91 4.69 24.90 0.104
O -6.26 4.27 26.93 -0.093
O -7.36 10.61 21.51 -0.066
C -1.44 1.73 27.90 -0.225
H -11.32 3.61 27.41 0.124
C -2.57 8.24 20.93 -0.178
O -4.54 7.80 19.63 -0.081
O -4.24 8.55 27.70 -0.101
N -0.75 7.62 28.45 0.149
C -5.81 2.00 27.50 -0.203
C -8.09 12.41 26.46 -0.167
C -3.08 7.25 26.10 -0.209
H 1.00 10.98 26.12 0.124
H -1.57 11.17 25.18 0.122
C -1.59 3.42 23.95 -0.274
H -11.08 12.27 26.39 0.114
N -10.80 6.40 25.53 -0.115
H -1.68 7.37 28.73 0.053
H -3.23 13.83 27.69 0.114
C -2.40 13.17 27.98 -0.230
H -6.84 8.39 23.93 0.083
O -2.30 5.22 29.94 -0.052
H -4.85 8.06 22.38 0.058
O -3.19 5.06 23.25 -0.083
H -1.49 6.81 31.03 0.106
H -8.41 13.46 26.38 0.129
H -1.75 4.50 21.98 0.115
H -9.38 4.17 24.28 0.127
H -3.82 11.90 29.17 0.121
H -4.45 5.92 31.39 0.123
H -9.77 7.72 23.51 0.068
H -4.06 8.04 28.50 0.029
C -10.85 4.19 26.61 -0.159
C -2.28 6.07 31.06 -0.235
H 0.94 10.94 23.32 0.075
H -7.34 9.83 27.32 0.060
H -13.34 6.57 26.24 0.077
H -8.36 8.84 21.95 0.109
O -0.27 -0.47 27.86 -0.073
H -12.37 11.75 28.15 0.086
O -1.90 13.72 29.19 -0.073
H -0.67 2.93 23.61 0.128
O -3.16 8.48 22.24 -0.106
H -2.14 1.24 27.21 0.116
H -4.84 6.70 27.18 0.118
H -1.18 10.02 23.36 0.087
H -2.42 8.79 22.78 0.036
H -11.68 7.05 28.20 0.072
H -9.26 9.27 27.69 0.049
H -2.86 5.39 24.09 0.030
C -11.47 11.74 28.77 -0.038
H -3.99 9.70 20.22 0.119
H -10.18 6.09 23.10 0.090
C -7.83 11.96 27.86 -0.513
C -6.97 13.09 28.45 -0.038
O -4.12 7.44 30.16 -0.099
C -10.25 11.16 28.08 -0.458
C -3.66 6.68 31.29 -0.195
H -2.56 7.15 20.83 0.116
H 0.30 -0.28 27.11 0.084
H -2.48 5.51 26.86 0.088
O -9.00 11.88 29.98 -0.015
O -2.79 5.85 26.02 -0.074
H -0.21 7.04 27.84 0.114
H -7.17 12.43 25.86 0.134
C -0.53 0.69 28.63 -0.226
C -7.73 9.59 22.43 -0.227
O -3.60 11.32 27.11 -0.103
C -3.52 8.78 19.86 -0.221
H -8.53 8.18 25.68 0.056
H -3.79 7.29 32.18 0.126
H 0.39 1.05 29.09 0.120
H -5.23 8.00 20.29 0.045
H -11.32 3.60 25.81 0.122
H -2.87 3.21 22.28 0.123
H -7.47 6.76 25.74 0.065
H -5.99 4.99 26.36 0.055
C -11.34 5.61 26.66 -0.487
H -8.46 6.54 23.01 0.087
H -3.04 8.94 18.89 0.115
O -1.39 9.48 24.14 -0.088
O -5.77 8.24 22.09 -0.103
H -5.78 9.74 23.45 0.126
H -5.06 2.45 29.28 0.077
C -6.48 8.98 23.09 -0.210
C -9.45 6.22 25.04 -0.460
C -5.87 3.02 26.36 -0.199
O -11.25 7.73 25.44 0.000
H -11.64 11.14 29.66 0.081
O 0.93 11.38 24.17 -0.073
H -5.58 1.01 27.11 0.120
C -9.34 4.08 26.40 -0.186
H -2.25 11.20 28.57 0.097
H -1.25 0.34 29.38 0.111
H -9.40 12.70 30.30 0.104
C -9.10 11.57 25.76 -0.186
H -10.02 6.56 28.18 0.055
H -7.07 10.23 20.67 0.080
C -4.43 7.57 26.66 -0.165
H -5.98 10.88 27.39 0.064
H -3.07 4.65 29.99 0.087
H -6.00 13.24 27.97 0.079
C 0.55 10.51 25.25 -0.207
H -11.33 12.72 29.22 0.082
C -9.39 6.70 23.56 -0.015
H -1.05 4.16 24.56 0.115
H -1.32 9.80 26.14 0.102
O -4.72 2.24 28.40 -0.076
H -6.64 2.76 25.62 0.115
H -6.76 1.97 28.03 0.121
O -2.40 2.50 24.64 -0.045
C -2.32 4.02 22.78 -0.218
C -8.97 4.75 25.12 -0.139
H -1.90 2.34 28.68 0.096
H -10.78 8.16 26.18 0.051
C -0.95 10.27 25.23 -0.214
C -3.12 11.84 28.34 -0.226
H -1.10 3.13 26.58 0.041
H -5.07 7.58 30.17 0.107
H -11.17 5.46 28.88 0.088
H -9.32 11.98 24.77 0.116
H -8.70 10.59 25.46 0.087
H -4.90 3.17 25.89 0.102
H -2.33 7.79 26.67 0.090
H -13.23 5.25 27.48 0.081
C -8.49 7.11 25.91 -0.023
H -8.39 10.11 23.13 0.102
```

# 2
Computed, not measured: the molecule C4H3N, with the ωB97M-V functional and the def2-TZVPD basis.

net charge	0
structure (SMILES)	C#CCC#N
total energy	-208.88474	hartree
Kohn-Sham gap	0.4219	Ha
energy relative to the best compared isomer or geometry (same formula, charge and spin)	10.7	kcal per mole

Geometry as XYZ:
```
8
Properties=species:S:1:pos:R:3:lowdin_charge:R:1
C 0.31 0.71 -0.06 -0.194
C -0.45 -0.42 -0.59 -0.142
H -1.66 -2.18 -1.34 0.033
H 0.95 1.18 -0.80 0.122
C -1.10 -1.35 -0.98 0.125
H -0.37 1.48 0.33 0.130
N 1.29 0.24 2.28 0.149
C 1.04 0.34 1.16 -0.223
```

# 3
Computed, not measured: the molecule C2H6N6, with the ωB97M-V functional and the def2-TZVPD basis.

net charge	0
structure (SMILES)	N=C1NNC(=N)NN1
total energy	-408.25279	hartree
Kohn-Sham gap	0.3328	Ha
energy relative to the best compared isomer or geometry (same formula, charge and spin)	27.1	kcal per mole

Geometry as XYZ:
```
14
Properties=species:S:1:pos:R:3:lowdin_charge:R:1
N 0.63 1.12 -0.13 -0.009
H 3.14 -0.75 0.08 0.060
C 1.39 -0.03 0.05 -0.515
N 2.65 0.17 -0.11 0.091
H -3.25 0.67 0.32 0.059
C -1.40 -0.02 0.02 -0.453
N 0.65 -1.16 0.47 0.057
H -1.17 -1.98 -0.25 0.140
H -1.16 1.88 -0.22 0.145
N -0.57 -1.14 -0.30 0.021
H 1.19 2.00 -0.25 0.170
N -0.67 1.17 0.35 0.029
H 1.25 -1.82 0.03 0.114
N -2.69 -0.12 -0.07 0.091
```

# 4
Computed, not measured: a structure of composition C25H46Cl2N2O6P2Sm, with the ωB97M-V functional and the def2-TZVPD basis.

spin multiplicity	6
net charge	-1
total energy	-3801.94700	hartree
Kohn-Sham gap (alpha / beta)	0.2256 / 0.2338	Ha
⟨S²⟩	8.77

Geometry as XYZ:
```
84
Properties=species:S:1:pos:R:3:mulliken_spin:R:1
H 4.01 2.13 -0.61 0.000
N -2.27 3.76 3.34 0.000
H -3.09 2.67 -2.36 0.001
H 3.10 1.63 2.79 0.000
H -1.21 -3.26 -1.30 -0.002
C -1.81 2.45 3.71 0.001
C -1.81 1.40 2.78 0.002
H -3.96 1.07 0.70 0.000
C 3.35 0.68 0.89 0.003
H 1.09 -3.42 1.58 0.000
C -3.19 0.78 -1.29 0.004
H -2.38 -2.50 -0.23 -0.001
H 5.93 -1.07 -1.94 0.000
H -3.61 0.99 -4.22 0.000
C -1.39 -1.13 2.13 0.001
H 0.97 0.57 -2.28 -0.062
C -1.35 0.08 3.08 -0.004
H 4.47 -1.94 1.70 0.000
H 4.64 -3.01 0.31 0.000
H 5.52 -1.07 -0.24 0.000
Sm 0.34 -0.25 -1.02 5.056
H 2.33 2.31 -0.11 -0.002
H -1.41 2.54 -4.28 0.000
C -2.55 -1.90 -2.33 0.003
H -2.89 -3.77 -1.33 0.000
Cl -0.15 1.43 0.50 -0.005
H 3.25 1.07 -2.60 0.001
C 3.83 -0.79 -1.62 0.007
O -0.47 1.56 7.52 0.000
H -4.62 -1.82 -1.68 0.000
H -4.32 -2.86 -3.05 0.000
H 5.55 0.44 -1.14 0.000
Cl 0.86 -2.02 -2.64 -0.008
H -2.06 2.61 -0.92 0.000
H 3.64 2.81 0.96 0.000
H 4.39 0.36 0.97 0.000
H 0.04 1.61 -4.63 0.000
H 4.47 0.14 -3.45 -0.001
C 2.78 0.72 2.30 -0.001
H -2.50 0.08 0.65 0.001
H -0.90 -0.38 -4.19 0.003
H -4.05 -0.60 0.17 0.000
C -2.23 -2.91 -1.23 0.007
C 3.55 0.06 -2.86 -0.010
C -2.79 0.46 -4.70 0.000
H -2.56 0.99 -5.62 0.000
H -2.03 -2.24 -3.23 0.001
C -0.92 0.91 5.37 0.000
C -3.43 0.29 0.14 0.001
N -0.48 0.68 6.71 0.000
H 3.13 -0.12 2.90 0.000
O -0.11 -0.41 7.04 0.000
O -2.66 3.98 2.23 0.000
H 2.79 -0.38 -3.48 0.004
C 3.97 -2.71 1.11 0.001
H 0.76 -1.69 1.61 -0.002
C -4.05 -1.91 -2.60 0.000
C 5.28 -0.61 -1.19 0.001
C -0.94 -0.13 4.41 -0.001
H 3.67 -1.83 -1.92 0.001
O -0.95 -1.27 0.82 0.001
C 2.61 -2.25 0.60 0.002
H 2.33 -2.89 -0.24 0.000
H -4.38 -1.12 -3.27 0.000
O -1.82 -2.24 2.68 0.000
P -1.79 -0.19 -2.06 0.005
H -0.61 -1.12 4.71 0.000
H -1.35 3.00 5.73 0.000
H 3.84 -3.58 1.76 0.000
C -1.55 0.41 -3.82 0.000
P 2.56 -0.58 -0.24 -0.015
H -0.35 2.03 -2.97 -0.001
C -1.35 2.20 5.00 0.000
C -3.01 2.29 -1.34 0.003
C -0.78 1.73 -3.92 -0.006
C 1.55 -2.43 1.68 0.005
H -2.21 1.68 1.84 0.000
H -3.80 2.76 -0.76 0.000
H -4.07 0.53 -1.88 0.000
H 1.69 0.71 2.30 0.001
H 1.98 -2.38 2.68 0.000
H -3.14 -0.53 -4.98 0.000
C 3.33 2.06 0.23 0.004
O -2.27 4.65 4.13 0.000
```

# 5
Computed, not measured: a structure of composition C46H40N4O3Rh, with the ωB97M-V functional and the def2-TZVPD basis.

net charge	+1
total energy	-2332.05178	hartree
Kohn-Sham gap	0.2218	Ha

Geometry as XYZ:
```
94
Properties=species:S:1:pos:R:3:lowdin_charge:R:1
H 0.98 -2.69 -1.67 0.103
H -0.95 -0.39 -0.14 0.094
C -1.64 -1.00 -0.71 -0.031
O 5.41 -4.31 -0.32 0.098
C 3.64 -1.29 0.21 -0.207
H -2.88 -1.32 1.00 0.089
H 1.95 4.37 0.91 0.109
C -3.13 0.83 3.01 -0.083
C -0.54 6.23 3.19 -0.062
H 1.44 -3.08 -6.56 0.110
C -1.12 -3.07 3.68 -0.045
C 1.84 -3.81 -3.28 -0.060
H -4.73 2.72 -3.32 0.125
C -1.83 3.15 -1.63 -0.228
H 0.11 1.63 2.50 0.111
H 3.44 -3.95 4.04 0.118
C 0.61 -1.95 -4.94 -0.023
N -1.09 2.16 -2.17 0.071
C -2.35 -2.10 -2.72 -0.017
O 0.70 -0.09 -2.04 -0.300
H -1.84 -2.81 2.91 0.063
H -1.97 4.82 -0.33 0.132
C -2.94 1.57 -3.56 0.011
H -4.14 -3.26 -2.60 0.110
H -1.12 -2.28 4.43 0.072
C -0.10 4.53 1.55 -0.157
H 3.48 0.58 3.01 0.120
C 3.84 -0.94 1.54 0.020
N 4.11 -3.90 1.51 0.131
H 1.21 -3.60 4.99 0.119
C -2.92 2.50 1.30 -0.027
H -1.29 0.16 3.87 0.100
C 2.60 1.07 1.14 -0.116
H 1.15 7.37 3.86 0.108
C -1.23 4.07 -0.61 -0.046
C 2.94 -0.41 -0.60 -0.049
H -3.41 3.19 0.61 0.103
N 4.08 -2.48 -0.37 0.141
C -1.63 1.40 -3.15 -0.224
H 0.15 -1.24 -5.61 0.109
C 1.24 4.88 1.55 -0.025
C -3.45 -2.62 -2.07 -0.058
C -3.14 3.38 -2.05 -0.011
H 4.67 -4.59 1.99 0.158
H -2.18 -2.35 -3.76 0.126
H 2.18 2.00 1.46 0.089
H -2.04 4.94 2.38 0.119
C 2.80 -3.70 2.01 -0.261
C 1.69 5.90 2.39 -0.066
C -0.77 0.38 -3.83 -0.060
H 1.84 -3.45 0.11 0.093
H -1.36 -0.06 -4.64 0.121
C -0.62 3.42 0.63 -0.422
H 2.74 6.17 2.39 0.108
C 2.60 -3.76 3.38 -0.020
H -0.40 4.62 -1.08 0.147
H -0.38 -3.05 1.06 0.101
C 4.59 -3.62 0.25 -0.522
C -2.75 -1.54 -0.05 -0.071
C -1.44 -1.28 -2.05 -0.159
C 1.35 -3.00 -5.48 -0.062
Rh 0.68 1.54 -1.21 1.303
C 0.46 -3.24 1.73 -0.021
C -0.28 -0.71 -2.87 -0.426
C 1.96 -3.92 -4.66 -0.069
H -3.69 4.20 -1.61 0.125
C 1.34 -3.56 3.91 -0.034
H 2.78 -0.64 -1.64 0.113
C 0.80 6.57 3.21 -0.075
H -4.79 1.72 1.99 0.111
C 0.48 -1.83 -3.56 -0.158
C 1.71 -3.46 1.18 -0.019
C -1.75 0.81 3.14 -0.061
O 0.51 2.67 0.22 -0.324
C -1.54 2.49 1.42 -0.157
C -0.96 1.63 2.36 -0.012
H 2.54 -4.73 -5.09 0.110
H 0.10 0.86 -4.27 0.143
C -3.65 -2.34 -0.72 -0.068
H -1.24 6.75 3.83 0.109
H -4.50 -2.75 -0.20 0.108
H -1.48 -3.98 4.18 0.088
C -0.99 5.21 2.37 -0.020
C 0.24 -3.28 3.10 -0.270
H 4.39 -1.58 2.21 0.124
C -3.71 2.57 -3.00 -0.006
N 2.38 0.73 -0.15 -0.024
C -3.72 1.68 2.09 -0.062
H -3.75 0.19 3.63 0.110
H 2.31 -4.54 -2.63 0.109
H 4.29 -2.46 -1.35 0.155
H -3.33 0.92 -4.33 0.127
C 3.33 0.26 1.99 -0.015
C 1.10 -2.78 -2.74 -0.031
```

# 6
Computed, not measured: a structure of composition C48H46AsN9O6SSbSe4Sn, with the ωB97M-V functional and the def2-TZVPD basis.

net charge	+1
total energy	-15495.12028	hartree
Kohn-Sham gap	0.2142	Ha
energy relative to the best compared isomer or geometry (same formula, charge and spin)	16.5	kcal per mole

Geometry as XYZ:
```
117
Properties=species:S:1:pos:R:3:lowdin_charge:R:1
C 2.95 5.29 3.15 -0.070
H -1.07 6.59 2.31 0.098
C 2.87 1.93 -1.15 -0.250
C -1.45 -10.44 6.83 -0.067
H 2.90 5.37 -0.24 0.109
H 2.66 -0.87 2.19 0.119
C -2.52 -1.02 1.27 -0.179
H -1.92 7.28 -2.10 0.092
H 2.53 6.23 -5.06 0.113
H -1.71 7.44 0.35 0.133
C 2.24 5.63 -4.20 -0.051
Sb -4.14 3.51 1.58 -0.052
N -3.16 -4.30 2.94 0.191
C 4.76 0.45 -1.14 -0.075
H -0.13 -1.30 -5.66 0.112
H 3.69 -2.68 -2.22 0.099
C -0.92 5.61 0.52 -0.629
H -1.97 -2.45 -2.65 0.091
H 6.22 0.76 -2.67 0.111
C -1.10 -6.78 4.81 -0.012
H -4.31 -6.58 3.73 0.106
N -0.56 5.88 1.80 0.200
H -4.12 -4.59 3.00 0.151
C -2.21 -6.25 4.18 -0.162
C 3.26 -2.83 -3.22 -0.283
C -4.71 -2.00 1.42 0.024
H 3.90 4.29 -4.42 0.112
H 3.80 -2.69 -5.32 0.083
N -1.46 6.62 -0.18 0.034
C -2.17 6.46 -1.44 -0.082
C 0.74 5.19 -2.38 -0.072
C 0.59 -2.62 -4.10 -0.199
C -2.38 -8.68 5.53 -0.276
C -1.33 -3.17 2.62 -0.172
C -1.09 -1.05 1.48 -0.148
C -3.42 -6.96 4.22 -0.025
H 1.04 -3.19 -4.91 0.119
H -0.17 -6.23 4.78 0.114
C 2.71 5.01 0.77 -0.077
C 0.89 -2.06 2.43 0.046
C -1.13 -0.49 -2.59 -0.309
N -0.97 -4.31 3.30 0.192
C 2.22 4.13 3.36 -0.074
O 2.18 -0.57 -4.08 -0.277
H -1.81 -11.37 7.25 0.096
H -1.89 5.52 -1.90 0.043
H -3.25 6.44 -1.26 0.074
C 1.73 3.42 2.28 -0.146
Se -5.89 2.07 2.25 0.032
C -4.30 0.10 0.37 -0.265
O 1.39 -1.53 -1.91 -0.318
C 4.60 2.14 -2.83 -0.007
C -5.19 -0.92 0.75 -0.063
H 3.77 6.63 1.68 0.111
H -4.66 0.97 -0.17 -0.015
H -1.09 -9.79 7.62 0.098
C 4.26 -2.57 -4.34 -0.103
O -2.56 -9.86 6.16 -0.068
Se -3.37 2.95 -0.92 0.239
H -0.29 -8.37 5.98 0.106
H 3.18 0.32 0.26 0.068
C 1.11 5.95 -3.47 -0.046
H 0.51 6.81 -3.75 0.110
O -0.67 4.49 0.02 -0.295
H 4.65 -1.56 -4.28 0.072
C 2.65 3.75 -2.76 -0.196
C 1.51 4.09 -2.03 -0.300
C -1.60 -1.73 -1.92 0.031
H 5.08 -3.28 -4.25 0.086
H 3.33 5.86 3.99 0.109
Sn -1.41 1.95 0.24 0.514
C 1.60 -0.97 2.00 -0.011
C -0.63 1.56 -3.04 -0.070
N 0.21 1.32 -5.37 -0.325
H 2.02 3.79 4.37 0.112
C -3.33 -2.07 1.70 -0.057
H 2.85 -3.84 -3.25 0.105
C 5.28 1.08 -2.25 -0.065
H -0.30 5.07 2.34 0.056
C -0.32 0.82 -4.13 -0.141
Se -1.88 2.53 2.61 0.176
H -5.38 -2.79 1.74 0.122
As 1.26 2.88 -0.54 1.368
N -0.66 -0.49 -3.85 0.042
H 1.34 -2.87 2.99 0.130
H -4.43 -8.71 4.93 0.125
S 1.87 -1.72 -3.26 0.669
C 3.02 4.54 -3.84 -0.011
H 5.30 -0.38 -0.68 0.109
O 0.61 2.46 -5.35 0.118
H -0.63 -10.65 6.13 0.097
O 0.19 0.59 -6.34 0.090
N -1.13 0.73 -2.07 0.043
H -1.39 -2.20 -4.81 0.139
H -0.13 5.45 -1.80 0.048
N -0.36 -0.01 1.00 0.008
H -0.79 -2.19 -1.35 0.086
H -0.56 2.63 -2.94 0.106
H -2.42 -1.49 -1.25 0.073
C -0.44 -1.67 -4.69 -0.115
N -3.01 0.06 0.62 -0.007
H 1.13 2.54 2.47 0.052
C -3.50 -8.16 4.89 0.011
C -2.68 -3.14 2.39 -0.120
H 5.01 2.64 -3.69 0.112
C 1.97 3.85 0.98 -0.351
C -2.09 -4.97 3.48 -0.248
C -1.17 -7.99 5.49 -0.001
H 1.48 0.88 0.94 0.028
H 0.17 -3.31 -3.37 0.104
C 3.20 5.73 1.85 -0.062
C 3.40 2.58 -2.27 -0.183
Se -4.27 5.85 1.93 -0.049
C 3.55 0.86 -0.59 -0.085
C -0.49 -2.11 2.18 -0.056
C 0.93 0.02 1.28 -0.158
H -6.24 -0.80 0.52 0.117
```